Here is one molecule with the formula C5H5BrClN3O2 at a distorted geometry from OMol25. Energies are from ωB97M-V with the def2-TZVPD basis set.

Summary:
Relative energy (zero: lowest compared OMol25 entry of this formula, charge and spin)   63.2 kcal/mol
Structure (SMILES)   [H]/N=C(Cl)/N=C\[C@@H](Br)C=C=[N+]([O-])O
Energy   -96389.3638 eV
HOMO   -9.568 eV

Geometry (Å):
Br: -0.042 -0.249 2.932
Cl: -1.259 -0.132 -2.935
O: 2.778 -1.762 0.079
O: 4.010 0.008 0.887
N: -2.075 -0.599 -0.506
N: 2.856 -0.401 0.484
N: -2.743 1.514 -1.353
C: -2.117 0.497 -1.348
C: -1.509 -0.642 0.617
C: 1.719 0.085 0.388
C: -0.591 0.410 1.267
C: 0.507 0.591 0.266
H: 3.487 -2.112 -0.497
H: 0.168 0.980 -0.732
H: -1.157 1.258 1.473
H: -1.411 -1.613 1.073
H: -2.620 2.169 -2.094

Here is C43H45N2O3ReS4SiTe as an isolated structure at a distorted geometry from OMol25. Energies are from ωB97M-V with the def2-TZVPD basis set.

Summary:
Energy   -115085.3971 eV
Multiplicity   3
HOMO (spin up / spin down)   -7.270 / -7.296 eV

Geometry (Å):
Re: -1.224 1.666 -1.458
Te: 1.666 0.595 1.426
S: 1.232 5.885 -1.983
S: 3.133 3.672 -2.522
S: -1.104 4.016 -1.787
S: 0.952 1.604 -2.319
Si: -4.518 2.409 -1.849
O: -2.938 0.942 1.429
O: -1.151 -0.566 -1.803
O: 3.805 6.223 -2.439
N: -1.052 1.697 0.343
N: -3.098 1.273 -1.843
C: -5.623 1.944 -0.422
C: 0.881 -1.627 -0.734
C: -1.869 1.533 1.435
C: -1.444 -2.465 0.785
C: -0.622 -1.341 1.244
C: -2.080 2.083 3.857
C: -0.028 -1.440 -1.942
C: 4.668 0.070 1.782
C: -2.410 -1.035 -2.212
C: 6.949 -2.551 3.356
C: -2.619 -2.289 -2.744
C: 1.951 -2.263 3.151
C: 4.920 1.386 1.075
C: -3.432 -0.103 -2.082
C: 2.721 -3.027 -1.891
C: -1.787 -4.521 -0.574
C: -0.122 2.844 2.681
C: -4.150 4.208 -1.637
C: 5.709 -1.822 2.906
C: -1.600 2.658 5.024
C: -0.070 -2.738 -1.180
C: -5.313 2.296 -3.527
C: 3.285 -1.666 2.774
C: -3.916 -2.721 -2.976
C: 3.168 -0.651 -1.567
C: 5.796 -0.625 2.217
C: 0.362 3.413 3.850
C: 2.395 -1.854 -0.996
C: 1.444 -2.212 -3.863
C: -4.731 -0.591 -2.234
C: 0.470 -1.463 -3.339
C: -1.089 -0.828 2.585
C: -1.157 -3.184 -0.297
C: 4.441 -2.323 3.178
C: -4.976 -1.887 -2.662
C: -0.376 3.318 5.022
C: -1.338 2.169 2.684
C: 0.503 -0.983 0.582
C: 3.399 -0.470 2.048
C: 2.915 5.429 -2.340
C: 1.462 3.263 -2.230
C: 2.338 -3.143 -3.162
C: 0.604 4.256 -1.990
H: 0.436 2.924 1.756
H: 1.311 3.934 3.845
H: -4.621 2.690 -4.278
H: -6.673 1.900 -0.729
H: -3.581 4.648 -2.455
H: 0.003 3.760 5.936
H: 3.388 -3.780 -1.485
H: 2.799 -2.078 -0.011
H: 3.069 0.238 -0.952
H: -2.623 -4.701 0.100
H: 2.085 -3.060 3.881
H: -3.653 4.445 -0.693
H: 5.604 1.244 0.237
H: -5.338 0.991 0.029
H: -0.998 -1.638 3.315
H: -3.025 1.557 3.833
H: -6.204 2.934 -3.533
H: -2.180 2.594 5.937
H: 1.589 -2.134 -4.935
H: -4.089 -3.712 -3.378
H: 2.822 -0.412 -2.571
H: 1.430 -2.679 2.285
H: -0.086 -0.813 -4.007
H: -1.781 -2.926 -2.981
H: -2.144 -4.618 -1.599
H: -5.611 1.296 -3.840
H: 7.694 -1.855 3.744
H: 4.015 1.849 0.691
H: -2.252 -2.783 1.439
H: 0.363 -3.534 -1.773
H: 6.719 -3.276 4.137
H: 6.775 -0.202 2.007
H: 4.345 -3.251 3.735
H: -5.528 2.707 0.355
H: 4.227 -0.912 -1.621
H: -5.139 4.680 -1.618
H: 7.409 -3.092 2.525
H: -2.147 -0.560 2.524
H: 5.389 2.097 1.759
H: -1.046 -5.311 -0.417
H: 1.296 -1.502 3.580
H: -5.997 -2.226 -2.778
H: -5.574 0.050 -2.029
H: 2.724 -3.968 -3.751
H: -0.537 0.029 2.952

Here is C8H14 as an isolated structure at a distorted geometry from OMol25. Energies are from ωB97M-V with the def2-TZVPD basis set.

Summary:
Relative energy (zero: lowest compared OMol25 entry of this formula, charge and spin)   70.3 kcal/mol
Energy   -8517.9789 eV
Multiplicity   2
Net charge   -1
HOMO (spin up / spin down)   -0.545 / -1.519 eV

Geometry (Å):
C: -0.741 -0.004 1.411
C: -2.134 0.338 0.887
C: 4.045 0.414 -0.101
C: -2.628 -0.568 -0.282
C: -2.236 -0.077 -1.676
C: 2.686 -0.186 -0.285
C: 0.310 -0.411 0.482
C: 1.591 0.162 0.475
H: -2.903 0.271 1.658
H: -1.154 0.029 -1.727
H: -2.120 1.362 0.474
H: 4.788 -0.335 0.227
H: 4.033 1.195 0.658
H: 2.546 -0.953 -1.043
H: 1.716 1.026 1.151
H: -0.508 -1.206 0.923
H: 4.463 0.901 -0.998
H: -3.727 -0.624 -0.259
H: -2.551 -0.776 -2.458
H: -2.700 0.890 -1.874
H: -2.316 -1.599 -0.099
H: -0.462 0.152 2.458

Here is one molecule with the formula C12H9N5O at a distorted geometry from OMol25. Energies are from ωB97M-V with the def2-TZVPD basis set.

Summary:
Relative energy (zero: lowest compared OMol25 entry of this formula, charge and spin)   46.2 kcal/mol
Structure (SMILES)   [H]/N=N\Cc1[nH]c(=O)c(C#N)cc1-c1ccncc1
Energy   -22083.9637 eV
HOMO   -9.039 eV

Geometry (Å):
O: 1.783 -3.516 1.760
N: 1.140 -2.202 0.168
N: 1.624 -1.635 -2.610
N: -2.110 3.358 -0.573
N: 1.530 -1.355 -3.879
N: 0.194 -2.146 4.954
C: 0.622 -0.876 -1.810
C: -0.375 1.228 0.211
C: -1.442 1.059 -0.643
C: 0.519 -1.535 2.426
C: 0.241 -0.247 1.908
C: 0.823 -0.979 -0.343
C: 0.477 0.117 0.512
C: -2.367 2.139 -0.992
C: -1.005 3.564 0.147
C: 0.351 -1.898 3.852
C: -0.138 2.517 0.647
C: 1.157 -2.498 1.487
H: 0.882 -0.698 -4.269
H: 1.261 -3.066 -0.462
H: 0.534 2.797 1.373
H: -0.126 0.485 2.664
H: -0.365 -1.333 -2.010
H: -1.745 0.009 -1.027
H: 0.643 0.091 -2.257
H: -0.815 4.558 0.350
H: -3.293 2.063 -1.584

Here is an isolated ion of composition C3H7N2 and charge +1 at a distorted geometry from OMol25. Energies are from ωB97M-V with the def2-TZVPD basis set.

Summary:
Relative energy (zero: lowest compared OMol25 entry of this formula, charge and spin)   67.3 kcal/mol
Energy   -6194.5913 eV
Net charge   +1
HOMO   -14.841 eV

Geometry (Å):
N: 0.277 0.008 0.110
N: -0.967 -1.440 -1.054
C: 0.636 -0.298 1.317
C: 0.038 -0.715 -1.235
C: 0.295 1.478 -0.175
H: -1.150 -2.135 -1.795
H: 0.822 0.534 1.952
H: -0.008 2.040 0.724
H: 0.556 -1.329 1.745
H: 1.364 1.898 -0.489
H: -0.445 1.466 -0.986
H: -1.417 -1.508 -0.113

Here is one molecule with the formula CH5N3O2S at a distorted geometry from OMol25. Energies are from ωB97M-V with the def2-TZVPD basis set.

Summary:
Relative energy (zero: lowest compared OMol25 entry of this formula, charge and spin)   134.0 kcal/mol
Structure (SMILES)   O/N=C(\NO)NS
Energy   -20512.5945 eV
HOMO   -8.925 eV

Geometry (Å):
S: 0.612 2.740 -0.458
O: 1.190 -1.553 -0.895
O: -0.718 -1.823 1.156
N: 0.770 -0.185 -0.749
N: -1.222 -0.651 0.355
N: -0.492 1.573 0.165
C: -0.255 0.162 -0.152
H: -2.012 -0.245 0.862
H: 1.698 -1.178 -1.907
H: 1.736 2.010 -0.124
H: -0.482 1.871 1.218
H: -0.826 -2.721 0.531

Here is an isolated ion of composition C4H9N2 and charge +1 at a distorted geometry from OMol25. Energies are from ωB97M-V with the def2-TZVPD basis set.

Summary:
Relative energy (zero: lowest compared OMol25 entry of this formula, charge and spin)   157.2 kcal/mol
Energy   -7256.6443 eV
Multiplicity   3
Net charge   +1
HOMO (spin up / spin down)   -9.620 / -16.298 eV

Geometry (Å):
N: -0.816 0.298 -0.517
N: 0.129 -0.328 0.333
C: 1.213 0.645 0.379
C: -0.432 0.697 -1.914
C: -0.395 -1.622 1.317
C: -0.234 1.058 0.527
H: -0.685 1.450 1.324
H: -1.426 -1.757 1.032
H: 0.202 -0.048 -2.319
H: 1.949 0.675 -0.454
H: -1.274 0.644 -2.580
H: 1.742 0.667 1.315
H: -0.164 -1.438 2.386
H: 0.089 -2.596 1.037
H: 0.102 1.656 -1.865